DFT (wB97M-V/def2-TZVPD) results for 10 unconnected molecules or ions with the total composition C46H101N3O14S7 in a non-equilibrium geometry.

```
171
Properties=species:S:1:pos:R:3:lowdin_charge:R:1
C 1.488 1.316 -0.197 -0.066
C 0.104 0.759 0.049 -0.259
N -0.247 -0.491 -0.603 -0.163
C -0.048 -0.449 -2.071 -0.225
C 1.318 -1.056 -2.372 -0.070
C -1.612 -0.819 -0.278 -0.257
C -1.841 -1.112 1.229 -0.079
H 2.162 0.498 0.079 0.061
H 1.702 2.238 0.340 0.072
H 1.738 1.559 -1.234 0.063
H -0.045 0.538 1.109 0.095
H -0.601 1.595 -0.156 0.122
H -0.779 -1.092 -2.555 0.115
H -0.111 0.585 -2.426 0.078
H 1.524 -1.110 -3.441 0.053
H 2.135 -0.549 -1.862 0.054
H 1.287 -2.078 -1.986 0.065
H -1.982 -1.703 -0.797 0.115
H -2.359 -0.021 -0.431 0.094
H -2.059 -0.165 1.734 0.039
H -1.043 -1.649 1.736 0.075
H -2.807 -1.619 1.292 0.048
C 7.845 0.604 3.409 -0.097
C 6.435 0.097 3.146 -0.258
N 6.354 -1.202 2.453 -0.175
C 6.981 -2.268 3.227 -0.283
C 7.484 -3.376 2.306 -0.082
C 4.919 -1.519 2.274 -0.258
C 4.527 -1.426 0.808 -0.093
H 7.793 1.495 4.045 0.074
H 8.390 0.953 2.531 0.074
H 8.422 -0.084 4.022 0.056
H 6.029 -0.062 4.163 0.119
H 5.861 0.856 2.620 0.116
H 7.840 -1.922 3.798 0.093
H 6.279 -2.688 3.964 0.112
H 7.851 -4.262 2.820 0.069
H 6.734 -3.705 1.582 0.059
H 8.262 -2.889 1.713 0.076
H 4.327 -0.793 2.842 0.110
H 4.670 -2.493 2.697 0.108
H 3.451 -1.579 0.691 0.060
H 5.120 -2.060 0.148 0.068
H 4.741 -0.407 0.469 0.062
C -4.929 0.580 -1.557 -0.080
C -6.327 1.127 -1.342 -0.267
N -6.351 2.384 -0.581 -0.200
C -7.645 2.666 0.032 -0.269
C -8.862 2.780 -0.881 -0.079
C -5.842 3.497 -1.418 -0.226
C -5.418 4.672 -0.563 -0.086
H -4.286 1.243 -2.132 0.065
H -4.990 -0.386 -2.057 0.083
H -4.463 0.464 -0.576 0.052
H -6.838 1.354 -2.297 0.117
H -6.967 0.370 -0.878 0.106
H -7.840 1.861 0.749 0.093
H -7.491 3.530 0.683 0.107
H -9.108 1.802 -1.293 0.070
H -9.730 3.020 -0.258 0.075
H -8.810 3.573 -1.624 0.066
H -6.696 3.828 -2.023 0.106
H -5.017 3.086 -1.986 0.099
H -6.246 5.122 -0.014 0.067
H -4.878 5.444 -1.117 0.062
H -4.689 4.428 0.221 0.071
C -2.323 -5.715 1.984 -0.214
C -0.992 -4.978 2.103 -0.221
C -0.001 -6.011 2.588 -0.247
S -0.859 -6.959 3.837 0.665
O -0.609 -6.421 5.147 -0.317
O -0.650 -8.360 3.582 -0.332
C -2.549 -6.544 3.244 -0.196
H -2.379 -6.439 1.164 0.119
H -3.145 -5.030 1.770 0.105
H -1.120 -4.213 2.878 0.120
H -0.680 -4.436 1.212 0.108
H 0.937 -5.699 3.047 0.108
H 0.231 -6.672 1.751 0.094
H -3.087 -6.070 4.061 0.104
H -2.926 -7.548 3.067 0.094
C -6.196 0.375 3.770 -0.186
C -5.957 0.308 2.272 -0.238
C -6.539 -1.004 1.791 -0.221
S -5.920 -2.182 3.023 0.653
O -4.670 -2.681 2.534 -0.331
O -6.976 -3.079 3.382 -0.318
C -5.661 -0.974 4.354 -0.198
H -7.240 0.457 4.058 0.120
H -5.511 1.107 4.194 0.105
H -4.890 0.255 2.013 0.113
H -6.218 1.190 1.688 0.084
H -6.124 -1.395 0.863 0.097
H -7.625 -1.095 1.802 0.107
H -4.606 -0.907 4.594 0.099
H -6.312 -1.298 5.160 0.097
C 2.421 2.206 -6.235 -0.207
C 1.336 3.258 -6.458 -0.217
C 0.082 2.383 -6.461 -0.225
S 0.252 1.620 -4.844 0.669
O -0.236 0.269 -4.846 -0.313
O -0.179 2.552 -3.833 -0.330
C 2.095 1.605 -4.875 -0.206
H 3.438 2.594 -6.244 0.104
H 2.328 1.397 -6.959 0.122
H 1.429 3.828 -7.381 0.119
H 1.276 3.965 -5.628 0.115
H 0.162 1.679 -7.285 0.108
H -0.885 2.884 -6.476 0.108
H 2.251 0.545 -4.674 0.070
H 2.430 2.157 -3.999 0.102
C -1.405 3.677 5.653 -0.201
C -1.833 2.291 5.122 -0.199
C -1.270 2.266 3.700 -0.242
S 0.388 2.898 3.790 0.655
O 0.634 3.785 2.688 -0.324
O 1.342 1.872 4.137 -0.322
C 0.069 3.838 5.300 -0.210
H -1.458 3.730 6.740 0.113
H -2.109 4.379 5.206 0.120
H -2.900 2.116 5.023 0.106
H -1.296 1.522 5.686 0.120
H -1.784 3.063 3.142 0.104
H -1.389 1.406 3.045 0.081
H 0.397 4.856 5.097 0.108
H 0.705 3.364 6.044 0.103
C 2.924 -5.981 -0.203 -0.207
C 3.927 -6.717 -1.141 -0.197
C 3.310 -6.595 -2.526 -0.248
S 2.670 -4.936 -2.691 0.664
O 1.440 -4.957 -3.435 -0.316
O 3.787 -4.091 -3.032 -0.319
C 2.341 -4.768 -0.906 -0.212
H 3.540 -5.610 0.620 0.111
H 2.170 -6.655 0.189 0.101
H 4.012 -7.759 -0.841 0.114
H 4.887 -6.218 -1.019 0.114
H 2.553 -7.376 -2.650 0.112
H 3.954 -6.842 -3.374 0.109
H 1.261 -4.933 -0.885 0.093
H 2.576 -3.735 -0.668 0.086
C -0.949 5.230 -1.333 -0.210
C -1.099 6.741 -1.553 -0.208
C -2.017 7.176 -0.425 -0.231
S -1.399 6.309 1.048 0.667
O -2.529 5.667 1.673 -0.341
O -0.485 7.155 1.777 -0.327
C -0.428 5.093 0.089 -0.224
H -0.211 4.847 -2.040 0.107
H -1.867 4.660 -1.464 0.118
H -1.567 6.953 -2.516 0.115
H -0.196 7.345 -1.480 0.122
H -3.053 6.836 -0.445 0.080
H -2.017 8.239 -0.188 0.104
H -0.674 4.146 0.564 0.071
H 0.622 5.343 0.205 0.109
C 4.930 0.189 -3.178 -0.202
C 4.619 -1.154 -3.886 -0.210
C 5.189 -1.143 -5.292 -0.195
S 6.320 0.267 -5.405 0.662
O 5.661 1.351 -6.088 -0.325
O 7.611 -0.198 -5.813 -0.317
C 6.298 0.644 -3.661 -0.226
H 4.894 0.086 -2.095 0.104
H 4.188 0.938 -3.455 0.082
H 3.536 -1.230 -3.966 0.073
H 4.916 -1.972 -3.238 0.095
H 4.472 -0.976 -6.094 0.101
H 5.759 -2.046 -5.493 0.105
H 6.471 1.711 -3.531 0.108
H 7.140 0.094 -3.239 0.110
```

## Properties
Multiplicity: 1
ΔE to the lowest compared entry with this formula, charge and spin: 0.00 kcal/mol
HOMO: -0.3104 Eh
Largest force on an atom: 2.2 eV Å⁻¹
LUMO: 0.30 eV
DFT total energy: -158317.37111 eV

DFT (wB97M-V/def2-TZVPD) results for a molecular structure, C46H110BO22V in a non-equilibrium geometry.

```
180
Properties=species:S:1:pos:R:3:lowdin_charge:R:1
O -13.706 -6.047 -7.584 -0.139
V -12.888 -5.132 -6.614 1.282
O -13.547 -6.910 -2.126 0.108
C -14.654 -6.396 -2.435 -0.320
O -15.668 -6.178 -1.609 0.228
B -16.705 -5.337 -2.294 -0.760
O -16.175 -5.240 -3.695 0.248
C -14.968 -5.736 -3.788 -0.283
O -14.280 -5.688 -4.836 0.030
O -16.873 -4.007 -1.603 0.209
C -18.145 -3.874 -1.292 -0.361
O -18.663 -2.878 -0.790 0.120
C -18.890 -5.164 -1.673 -0.321
O -18.067 -5.988 -2.263 0.210
O -20.151 -5.315 -1.524 0.080
C -20.990 -0.493 -0.242 -0.044
C -19.995 0.112 -1.221 -0.302
O -20.719 1.057 -1.925 -0.148
C -19.981 1.873 -2.804 -0.282
C -21.030 2.603 -3.606 -0.065
H -21.429 0.181 0.494 0.091
H -21.869 -0.864 -0.770 0.061
H -20.547 -1.352 0.262 0.061
H -19.123 0.474 -0.676 0.114
H -19.585 -0.641 -1.894 0.082
H -19.302 2.556 -2.293 0.134
H -19.416 1.305 -3.542 0.098
H -21.540 1.878 -4.240 0.052
H -20.549 3.338 -4.251 0.082
H -21.666 3.227 -2.979 0.092
C -15.112 -1.895 2.514 -0.050
C -15.071 -3.205 1.690 -0.281
O -13.835 -3.840 1.916 -0.168
C -13.558 -4.982 1.046 -0.236
C -12.419 -5.763 1.679 -0.057
H -14.261 -1.280 2.221 0.071
H -15.988 -1.275 2.321 0.046
H -14.980 -2.084 3.579 0.084
H -15.882 -3.886 1.949 0.108
H -15.213 -3.038 0.622 0.090
H -14.435 -5.630 1.041 0.111
H -13.405 -4.545 0.059 0.093
H -11.595 -5.099 1.940 0.083
H -12.023 -6.492 0.973 0.053
H -12.750 -6.376 2.517 0.085
C -23.788 -0.981 -7.160 -0.027
C -23.419 -0.845 -5.703 -0.172
O -22.317 -1.644 -5.345 0.094
C -21.850 -1.663 -4.035 -0.157
C -20.730 -2.666 -3.844 -0.005
H -24.152 -1.981 -7.393 0.098
H -24.461 -0.195 -7.504 0.105
H -22.850 -0.819 -7.690 0.091
H -23.050 0.163 -5.513 0.155
H -24.282 -1.087 -5.082 0.163
H -21.500 -0.636 -3.927 0.155
H -22.691 -1.870 -3.373 0.151
H -20.439 -2.717 -2.795 0.072
H -19.873 -2.460 -4.485 0.091
H -21.095 -3.655 -4.121 0.092
C -19.865 -3.484 2.663 -0.071
C -18.790 -2.420 2.696 -0.300
O -19.416 -1.322 3.301 -0.151
C -18.777 -0.084 2.976 -0.258
C -19.325 1.062 3.864 -0.059
H -20.186 -3.754 3.669 0.087
H -20.793 -3.127 2.215 0.072
H -19.485 -4.343 2.110 0.061
H -17.977 -2.836 3.291 0.119
H -18.507 -2.190 1.669 0.093
H -17.727 -0.173 3.253 0.098
H -18.835 0.141 1.911 0.098
H -19.159 0.823 4.915 0.078
H -20.380 1.271 3.688 0.070
H -18.791 1.990 3.659 0.071
C -23.388 -3.771 -0.869 -0.079
C -23.822 -5.184 -0.580 -0.251
O -23.511 -5.667 0.722 -0.136
C -22.206 -6.042 0.976 -0.312
C -22.214 -6.449 2.409 -0.064
H -23.576 -3.029 -0.093 0.087
H -22.300 -3.770 -0.937 0.047
H -23.727 -3.467 -1.859 0.060
H -24.904 -5.297 -0.645 0.122
H -23.384 -5.843 -1.328 0.108
H -21.780 -6.770 0.285 0.099
H -21.590 -5.147 0.882 0.093
H -22.896 -7.282 2.577 0.084
H -22.512 -5.749 3.190 0.086
H -21.244 -6.841 2.714 0.065
C -10.228 -3.393 -3.657 -0.011
C -11.682 -3.793 -3.826 -0.456
C -12.666 -3.077 -2.891 -0.010
O -12.216 -3.640 -5.128 -0.133
H -9.949 -3.526 -2.612 0.100
H -10.039 -2.332 -3.820 0.098
H -9.538 -4.057 -4.177 0.086
H -11.793 -4.866 -3.666 0.126
H -12.433 -2.018 -3.002 0.083
H -12.589 -3.373 -1.845 0.095
H -13.697 -3.158 -3.236 0.081
H -11.974 -2.728 -5.305 0.121
C -10.019 -9.250 -0.694 -0.060
C -10.141 -8.197 -1.710 -0.523
C -9.573 -6.832 -1.364 -0.025
O -9.435 -8.726 -2.813 -0.072
H -10.633 -10.105 -0.976 0.089
H -10.391 -9.006 0.301 0.087
H -8.986 -9.571 -0.559 0.101
H -11.165 -8.127 -2.077 0.110
H -9.333 -6.285 -2.275 0.058
H -8.642 -6.905 -0.802 0.094
H -10.311 -6.191 -0.880 0.067
H -9.811 -9.576 -3.054 0.088
C -20.597 -8.627 -2.469 -0.045
C -21.279 -8.664 -3.822 -0.444
C -21.489 -7.236 -4.394 -0.057
O -20.492 -9.408 -4.748 -0.054
H -21.233 -8.114 -1.748 0.075
H -19.635 -8.115 -2.487 0.058
H -20.517 -9.624 -2.036 0.082
H -22.288 -9.072 -3.756 0.137
H -22.099 -7.255 -5.298 0.071
H -20.541 -6.765 -4.655 0.072
H -21.969 -6.500 -3.750 0.059
H -20.920 -9.624 -5.580 0.104
C -14.860 -1.422 -8.016 -0.028
C -14.835 -2.184 -6.715 -0.451
C -16.189 -2.221 -5.998 -0.007
O -14.438 -3.514 -6.951 -0.115
H -15.167 -0.402 -7.787 0.102
H -15.596 -1.772 -8.740 0.096
H -13.917 -1.422 -8.562 0.093
H -14.048 -1.767 -6.087 0.134
H -16.310 -1.349 -5.355 0.066
H -16.283 -3.050 -5.296 0.082
H -17.068 -2.166 -6.640 0.096
H -15.184 -3.803 -7.482 0.123
C -14.516 -0.539 -1.544 -0.028
C -15.305 -0.052 -2.743 -0.538
C -16.783 -0.359 -2.724 -0.050
O -15.201 1.319 -2.732 -0.024
H -14.666 -1.609 -1.400 0.063
H -14.824 -0.027 -0.632 0.099
H -13.460 -0.331 -1.720 0.081
H -14.912 -0.405 -3.696 0.114
H -17.257 -0.199 -1.756 0.078
H -16.699 -1.442 -2.815 0.068
H -17.371 0.120 -3.507 0.072
H -15.581 1.621 -3.560 0.094
C -18.106 -7.259 1.827 -0.045
C -18.932 -8.402 1.284 -0.502
C -18.272 -9.033 0.085 -0.056
O -19.058 -9.352 2.335 -0.023
H -17.098 -7.605 2.055 0.085
H -18.528 -6.881 2.758 0.083
H -17.984 -6.491 1.062 0.067
H -19.904 -7.987 1.019 0.114
H -17.284 -9.415 0.341 0.093
H -18.105 -8.358 -0.754 0.055
H -18.839 -9.875 -0.313 0.075
H -19.507 -10.068 1.879 0.087
C -11.211 -8.716 -6.617 -0.043
C -11.748 -7.801 -5.586 -0.293
O -11.296 -6.477 -5.871 -0.116
H -11.599 -8.417 -7.591 0.087
H -11.566 -9.735 -6.466 0.105
H -10.123 -8.660 -6.588 0.098
H -11.419 -8.062 -4.580 0.116
H -12.819 -7.862 -5.394 0.122
H -10.384 -6.495 -5.570 0.136
C -17.065 -10.739 -3.305 -0.071
C -16.891 -9.283 -3.752 -0.310
O -17.502 -9.119 -5.031 -0.081
H -18.136 -10.938 -3.261 0.069
H -16.614 -10.905 -2.327 0.073
H -16.683 -11.470 -4.018 0.079
H -15.815 -9.111 -3.749 0.099
H -17.329 -8.578 -3.046 0.081
H -18.438 -9.279 -4.891 0.035
```

## Properties
Multiplicity: 3
HOMO (alpha / beta): -0.4503 / -0.4490 Eh
Largest force on an atom: 5.8 eV Å⁻¹
LUMO (alpha / beta): -8.41 / -9.87 eV
DFT total energy: -120878.64771 eV
Charge: +2
⟨S²⟩: 2.044